{
  "formula": "H8O12S2Tl",
  "method": "the ωB97M-V functional and the def2-TZVPD basis",
  "e_above_lowest_ev": 0.367,
  "total_charge": -2,
  "max_force_ev_per_a": 6.95,
  "energy_ev": -51061.2536,
  "spin_multiplicity": 2,
  "symbols": ["Tl", "S", "O", "O", "O", "O", "S", "O", "O", "O", "O", "O", "H", "H", "O", "H", "H", "O", "H", "H", "O", "H", "H"],
  "xyz": [[0.053, -0.462, -0.805], [-0.302, 2.224, 2.172], [0.170, 1.151, 2.998], [0.361, 3.474, 2.444], [-0.238, 1.894, 0.728], [-1.693, 2.423, 2.502], [-3.016, -0.614, 1.793], [-3.014, -0.421, 3.260], [-3.640, 0.496, 1.048], [-1.684, -0.560, 1.390], [-3.809, -1.842, 1.461], [1.461, 0.506, -3.213], [1.601, 0.522, -4.160], [2.215, 0.972, -2.851], [-0.990, -1.018, -3.538], [-1.838, -0.964, -3.978], [-0.468, -1.597, -4.093], [1.724, -0.437, 1.638], [1.346, 0.210, 2.234], [2.574, -0.650, 2.022], [2.785, -1.530, -1.153], [3.272, -2.197, -1.638], [3.131, -1.580, -0.262]],
  "forces_ev_per_angstrom": [[-0.592, 1.069, 1.839], [-3.217, 1.798, -0.305], [2.835, -2.893, 1.419], [2.519, 1.836, 0.024], [1.284, -1.164, -2.256], [-2.390, 0.194, 0.172], [-4.576, -2.034, 4.819], [-0.820, -0.126, -1.049], [-0.974, 1.272, -0.880], [5.052, -0.724, -2.804], [0.999, 0.884, -0.391], [0.035, -0.062, -0.211], [-0.091, 0.058, -0.269], [0.228, 0.143, 0.339], [-0.072, 0.037, -0.208], [-0.373, 0.055, 0.005], [0.235, -0.180, -0.042], [1.437, -1.778, -1.567], [-1.804, 1.646, 1.201], [0.157, -0.037, 0.148], [0.235, -0.003, -0.304], [0.071, -0.189, -0.200], [-0.177, 0.200, 0.522]],
  "lowdin_charge": [1.105, 0.085, -0.388, -0.428, -0.521, -0.392, 0.167, -0.322, -0.178, -0.359, -0.402, -0.131, 0.029, 0.041, -0.136, 0.040, 0.028, -0.139, -0.038, 0.015, -0.129, 0.030, 0.024]
}

{
  "formula": "C32H45B2N12PTeV",
  "method": "the ωB97M-V functional and the def2-TZVPD basis",
  "e_above_lowest_ev": 0.000,
  "total_charge": 1,
  "max_force_ev_per_a": 3.65,
  "energy_ev": -95416.0453,
  "spin_multiplicity": 3,
  "symbols": ["V", "C", "C", "C", "C", "N", "N", "B", "N", "C", "C", "C", "C", "N", "N", "C", "C", "C", "C", "N", "N", "C", "C", "C", "C", "N", "H", "H", "H", "H", "H", "H", "H", "H", "H", "H", "H", "H", "H", "H", "H", "H", "H", "H", "H", "H", "B", "N", "C", "C", "C", "N", "N", "C", "C", "C", "N", "H", "H", "H", "H", "H", "H", "H", "H", "C", "P", "C", "C", "C", "C", "C", "C", "C", "H", "H", "H", "H", "H", "H", "H", "H", "H", "H", "H", "C", "Te", "C", "H", "H", "H", "H", "H", "H"],
  "xyz": [[0.272, 1.628, -0.745], [0.326, -1.880, -2.216], [-0.786, -1.321, -1.359], [-1.957, -2.041, -1.087], [-2.770, -1.213, -0.332], [-2.080, -0.101, -0.051], [-0.819, -0.139, -0.715], [-2.515, 1.071, 0.848], [-1.358, 1.379, 1.818], [-1.350, 1.690, 3.138], [-0.043, 1.922, 3.527], [0.751, 1.776, 2.367], [2.233, 1.746, 2.360], [-0.047, 1.511, 1.326], [-2.708, 2.325, -0.104], [-3.691, 3.231, -0.145], [-3.282, 4.339, -0.862], [-1.927, 4.102, -1.208], [-1.078, 5.085, -1.956], [-1.552, 2.889, -0.746], [-3.805, 0.828, 1.568], [-4.961, 0.576, 0.885], [-5.786, -0.170, 1.680], [-5.068, -0.388, 2.885], [-5.426, -1.111, 4.127], [-3.908, 0.249, 2.799], [1.094, -2.340, -1.544], [0.732, -1.044, -2.812], [-0.047, -2.627, -2.849], [-2.099, -3.067, -1.427], [-3.781, -1.403, 0.048], [-2.281, 1.659, 3.695], [0.248, 2.001, 4.551], [2.637, 2.655, 2.730], [2.538, 1.591, 1.315], [2.559, 0.966, 3.093], [-4.617, 3.048, 0.352], [-3.834, 5.214, -1.107], [-1.227, 6.093, -1.516], [-1.324, 5.125, -3.051], [0.001, 4.822, -1.837], [-5.103, 0.988, -0.099], [-6.717, -0.590, 1.349], [-6.463, -0.874, 4.478], [-4.840, -0.878, 4.989], [-5.336, -2.234, 4.020], [3.630, 2.741, -2.031], [3.169, 1.264, -1.836], [3.965, 0.160, -2.063], [3.571, -0.865, -1.215], [2.460, -0.377, -0.488], [2.168, 0.878, -0.935], [2.683, 3.616, -1.199], [2.829, 4.957, -1.063], [2.074, 5.457, 0.004], [1.322, 4.355, 0.428], [1.599, 3.283, -0.388], [4.814, 2.876, -1.765], [3.618, 3.016, -3.245], [4.775, 0.218, -2.771], [4.076, -1.832, -1.109], [1.874, -0.880, 0.271], [3.581, 5.461, -1.641], [2.034, 6.482, 0.359], [0.454, 4.283, 1.095], [-0.291, -4.540, 2.358], [1.480, -4.277, 2.812], [1.651, -5.749, 3.930], [2.348, -4.883, 1.322], [1.731, -4.870, 0.112], [2.402, -5.356, -1.025], [3.713, -5.787, -0.937], [4.412, -5.718, 0.276], [3.694, -5.288, 1.373], [-0.662, -3.831, 1.653], [-0.837, -4.377, 3.273], [-0.411, -5.558, 1.996], [1.508, -6.692, 3.381], [0.930, -5.660, 4.731], [2.615, -5.723, 4.404], [0.672, -4.551, 0.004], [1.856, -5.440, -1.974], [4.188, -6.140, -1.813], [5.408, -6.130, 0.425], [4.218, -5.241, 2.353], [-2.093, 1.676, -4.339], [-0.191, 2.181, -3.347], [1.177, 1.345, -4.819], [-1.878, 0.956, -5.139], [-2.479, 2.643, -4.772], [-2.796, 1.259, -3.618], [0.666, 0.484, -5.265], [2.088, 1.016, -4.323], [1.385, 2.067, -5.627]],
  "forces_ev_per_angstrom": [[0.345, 1.092, 1.180], [0.725, 1.825, 1.733], [-0.537, -0.742, 0.292], [0.269, -0.257, -0.564], [0.472, -0.524, 0.329], [1.039, -0.338, -0.897], [-1.620, -0.264, 0.242], [0.643, 1.190, 0.110], [1.248, 0.884, 0.069], [0.202, -0.368, -0.742], [-0.656, -0.385, -0.536], [-1.153, -0.124, 1.204], [-0.314, -1.017, -0.449], [-0.604, -0.409, 0.453], [1.774, 1.166, -0.430], [0.567, 0.261, -0.468], [1.008, -0.678, 0.088], [-1.199, -0.341, 0.359], [0.939, 0.119, -0.129], [-1.454, -0.721, 0.601], [-1.141, -0.642, 0.049], [-0.126, 0.103, 0.212], [-0.068, -0.361, -0.465], [0.791, 1.192, -0.553], [-1.575, -1.448, 0.430], [0.832, -0.553, 0.358], [-0.387, 0.494, -0.781], [0.292, -0.548, 0.202], [-0.624, -0.982, -0.900], [-0.352, 0.508, 0.117], [0.641, 0.269, -0.049], [0.335, -0.063, -0.101], [0.403, 0.321, 0.225], [0.358, 0.994, 0.173], [0.506, -0.169, 0.710], [-0.098, 0.327, -0.979], [-0.318, -0.030, 0.126], [-0.318, 0.383, -0.009], [0.022, -0.576, -0.317], [0.172, -0.058, 1.067], [-0.869, 0.360, -0.269], [-0.122, -0.269, -0.145], [-0.303, 0.079, 0.241], [0.640, -0.346, -0.654], [0.880, 0.474, 0.184], [-0.283, 1.193, -0.123], [0.345, -0.314, -1.723], [-0.482, -2.549, 0.584], [-1.252, 1.283, 1.064], [-0.045, -0.278, 0.384], [1.029, 0.634, -1.726], [1.348, -1.448, 0.075], [-2.373, 2.575, 1.048], [0.903, -0.627, 0.786], [-0.358, -0.626, -0.334], [-0.227, -0.414, -1.868], [0.242, 0.187, 0.743], [-0.503, -0.093, 0.607], [-0.526, -0.001, 0.540], [0.108, 0.080, 0.140], [-0.453, 0.512, -0.045], [-0.099, 0.193, -0.165], [0.146, 0.063, -0.080], [0.072, -0.366, -0.073], [0.646, 0.054, -0.198], [0.836, -0.370, 0.299], [-0.019, 0.060, 0.404], [-0.127, 0.125, -0.625], [0.620, 0.148, 0.823], [-1.117, -0.265, -1.819], [-0.393, 0.138, 0.015], [-0.038, 0.436, 0.456], [-1.020, -0.395, 0.008], [0.613, 0.315, 1.530], [-0.170, 0.503, -0.627], [-0.321, -0.139, 0.359], [-0.309, -0.096, -0.042], [0.037, 0.240, 0.240], [-0.313, -0.011, 0.111], [0.541, -0.152, 0.089], [0.859, -0.273, 0.108], [0.334, 0.123, 0.372], [0.485, -0.434, -0.757], [-0.097, 0.322, -0.308], [-0.444, -0.120, -0.707], [0.263, 0.867, -0.131], [0.333, -0.077, -2.032], [-0.622, -0.119, -0.369], [0.002, 0.231, 0.311], [0.424, -1.133, 0.516], [0.152, 0.080, -0.039], [0.163, 0.091, 0.159], [-0.088, 0.184, 0.053], [-0.086, -0.171, 0.651]],
  "lowdin_charge": [0.715, -0.002, -0.312, -0.006, -0.019, 0.062, -0.006, -0.677, 0.057, -0.023, 0.003, -0.330, -0.014, 0.006, 0.056, -0.052, 0.008, -0.358, -0.086, -0.028, -0.001, -0.119, -0.012, -0.329, -0.042, 0.122, 0.079, 0.071, 0.066, 0.120, 0.136, 0.117, 0.108, 0.074, 0.053, 0.115, 0.119, 0.106, 0.101, 0.084, 0.033, 0.121, 0.105, 0.094, 0.061, 0.100, -0.452, -0.042, -0.041, -0.039, -0.129, -0.106, -0.025, -0.060, -0.033, -0.119, -0.080, 0.075, 0.073, 0.134, 0.114, 0.124, 0.131, 0.109, 0.126, -0.312, 0.883, -0.298, -0.440, -0.139, -0.090, -0.092, -0.075, -0.113, 0.001, 0.029, 0.049, 0.055, 0.029, 0.018, 0.093, 0.106, 0.089, 0.110, 0.113, -0.316, 1.384, -0.365, 0.010, 0.026, 0.001, 0.004, -0.016, 0.021]
}

{
  "formula": "C26H23CrF2O3PS",
  "method": "the ωB97M-V functional and the def2-TZVPD basis",
  "e_above_lowest_ev": 0.000,
  "total_charge": 1,
  "max_force_ev_per_a": 1.74,
  "energy_ev": -87450.8347,
  "spin_multiplicity": 2,
  "symbols": ["Cr", "C", "C", "C", "C", "C", "C", "C", "H", "H", "H", "H", "H", "H", "H", "H", "O", "S", "O", "O", "C", "C", "C", "C", "C", "C", "P", "C", "C", "C", "C", "C", "C", "C", "C", "C", "C", "C", "C", "H", "H", "H", "H", "H", "H", "H", "H", "H", "H", "H", "H", "H", "H", "F", "C", "F", "H"],
  "xyz": [[-0.417, 1.496, -0.108], [-3.326, 3.644, -1.110], [-2.768, 3.262, 0.223], [-3.568, 2.603, 1.156], [-3.090, 2.304, 2.422], [-1.796, 2.647, 2.782], [-0.975, 3.287, 1.865], [-1.454, 3.600, 0.581], [-3.396, 2.759, -1.744], [-2.697, 4.383, -1.601], [-4.331, 4.049, -0.995], [-4.582, 2.345, 0.891], [-3.739, 1.818, 3.133], [-1.430, 2.430, 3.775], [-0.004, 3.646, 2.177], [-0.908, 4.313, -0.035], [-1.474, 0.393, 1.123], [-2.383, -0.204, 0.083], [-3.761, -0.233, 0.419], [-2.028, 0.542, -1.137], [-1.729, -1.859, -0.015], [-2.557, -2.954, 0.127], [-1.992, -4.209, 0.300], [-0.615, -4.336, 0.392], [0.210, -3.235, 0.246], [-0.346, -1.980, 0.007], [0.740, -0.546, -0.322], [1.387, -1.002, -1.952], [0.914, -0.287, -3.050], [1.296, -0.655, -4.328], [2.135, -1.742, -4.510], [2.613, -2.450, -3.421], [2.244, -2.085, -2.139], [2.007, -0.709, 0.956], [3.368, -0.830, 0.703], [4.254, -0.883, 1.766], [3.791, -0.790, 3.068], [2.432, -0.651, 3.319], [1.537, -0.610, 2.267], [-3.623, -2.800, 0.116], [-2.616, -5.081, 0.408], [-0.177, -5.299, 0.594], [1.278, -3.336, 0.363], [0.247, 0.554, -2.901], [0.940, -0.102, -5.184], [2.415, -2.041, -5.507], [3.271, -3.291, -3.576], [2.631, -2.643, -1.301], [3.731, -0.860, -0.312], [5.310, -0.986, 1.571], [4.485, -0.818, 3.894], [2.077, -0.562, 4.334], [0.472, -0.482, 2.436], [0.631, 2.706, -1.477], [1.298, 2.526, -0.245], [2.358, 1.735, -0.554], [1.709, 3.508, 0.032]],
  "forces_ev_per_angstrom": [[-1.059, 0.969, 0.441], [0.004, -0.077, -0.046], [0.094, 0.094, -0.032], [0.130, 0.120, 0.184], [-0.058, 0.240, -0.067], [0.157, 0.051, -0.027], [0.003, 0.126, 0.189], [-0.206, 0.238, 0.226], [-0.023, 0.014, -0.086], [-0.027, 0.018, -0.078], [-0.003, 0.034, -0.053], [-0.089, -0.027, -0.032], [-0.053, -0.076, 0.071], [0.028, -0.010, 0.051], [0.091, -0.046, -0.014], [0.041, -0.312, -0.078], [0.281, 0.365, 0.050], [-0.558, -1.636, 0.189], [-0.065, -0.158, -0.004], [0.743, 0.643, -0.619], [-0.047, 0.440, 0.148], [-0.188, 0.006, -0.090], [0.058, 0.116, 0.010], [-0.057, -0.062, -0.013], [-0.204, 0.379, -0.033], [0.188, 0.008, 0.115], [0.707, -0.606, -0.020], [-0.002, 0.309, 0.188], [0.063, 0.010, 0.150], [-0.029, -0.018, -0.080], [-0.035, 0.058, -0.055], [0.016, -0.053, 0.039], [-0.009, 0.054, -0.094], [-0.003, 0.018, -0.070], [-0.228, 0.010, 0.064], [0.046, 0.026, 0.041], [-0.054, -0.035, -0.028], [0.025, 0.050, 0.071], [0.009, 0.000, -0.189], [-0.175, -0.086, 0.052], [-0.129, -0.045, 0.007], [0.049, -0.166, 0.006], [0.106, -0.055, -0.062], [0.011, -0.030, -0.079], [-0.070, 0.058, -0.050], [0.063, -0.013, -0.138], [0.065, -0.072, 0.025], [-0.014, -0.047, 0.082], [0.081, -0.010, -0.100], [0.122, 0.003, 0.004], [0.081, -0.017, 0.060], [-0.039, -0.021, 0.088], [0.044, -0.073, 0.148], [-0.742, 0.057, -0.689], [1.063, -0.781, -0.253], [0.341, 0.316, 0.119], [-0.543, -0.297, 0.365]],
  "lowdin_charge": [0.720, -0.014, -0.273, -0.033, -0.039, -0.059, -0.097, -0.124, 0.088, 0.091, 0.097, 0.132, 0.128, 0.122, 0.119, 0.131, -0.411, 0.560, -0.210, -0.330, -0.249, -0.026, -0.033, -0.037, -0.049, -0.284, 1.105, -0.319, -0.077, -0.055, -0.058, -0.055, -0.085, -0.349, -0.080, -0.057, -0.060, -0.059, -0.080, 0.122, 0.118, 0.117, 0.110, 0.093, 0.114, 0.112, 0.113, 0.098, 0.105, 0.112, 0.111, 0.111, 0.104, -0.061, -0.303, -0.006, 0.141]
}